Density functional theory data (ωB97M-V with the def2-TZVPD basis set) for 13 unconnected molecules or ions with the total composition C19H43N13O22 in a non-equilibrium geometry.

## Properties
Frontier orbital gap: 0.25638 Eh
Highest occupied orbital energy: -7.96 eV
Spin multiplicity: 1

Atoms and positions in Å:
1 N 1.516 -6.549 1.194
2 C 2.468 -5.728 1.871
3 C 2.513 -4.394 1.222
4 C 1.643 -4.494 0.192
5 C 0.988 -5.774 0.202
6 H 1.254 -7.458 1.344
7 H 3.016 -6.108 2.723
8 H 3.138 -3.751 1.781
9 H 1.418 -3.674 -0.611
10 H 0.269 -6.134 -0.532
11 N -3.393 4.387 -0.396
12 C -3.943 4.924 0.799
13 C -3.923 3.903 1.946
14 C -3.502 2.670 1.227
15 C -3.091 3.012 -0.241
16 H -3.313 4.956 -1.341
17 H -4.117 6.082 0.751
18 H -4.151 4.060 2.983
19 H -3.287 1.758 1.666
20 H -2.671 2.494 -1.122
21 C 2.284 0.504 3.395
22 N 2.321 -0.629 4.337
23 O 3.229 -1.540 4.234
24 O 1.593 -0.504 5.317
25 H 1.236 0.705 2.896
26 H 3.079 0.420 2.622
27 H 2.495 1.405 4.075
28 C 1.795 1.487 -3.706
29 N 2.153 1.258 -5.143
30 O 1.442 0.538 -5.767
31 O 3.079 1.855 -5.616
32 H 0.872 0.901 -3.574
33 H 1.844 2.439 -3.349
34 H 2.607 1.123 -3.064
35 C -0.058 -2.649 3.560
36 N -1.074 -1.639 4.025
37 O -0.986 -0.491 3.694
38 O -2.006 -2.134 4.514
39 H 0.217 -2.123 2.554
40 H -0.617 -3.479 3.110
41 H 0.662 -3.001 4.312
42 C -2.907 2.260 -4.210
43 N -2.024 1.060 -3.999
44 O -2.144 0.494 -3.004
45 O -1.368 0.700 -4.899
46 H -3.008 2.868 -3.270
47 H -3.881 2.021 -4.677
48 H -2.376 2.776 -4.799
49 C 1.976 -3.012 -3.918
50 N 3.414 -2.390 -4.090
51 O 4.254 -3.048 -4.736
52 O 3.447 -1.260 -3.709
53 H 1.950 -3.937 -4.509
54 H 1.352 -2.073 -3.849
55 H 1.922 -3.481 -2.968
56 C -0.420 5.426 -0.565
57 N 0.890 4.802 -1.031
58 O 0.763 3.796 -1.597
59 O 1.914 5.347 -0.833
60 H 0.030 6.299 -0.251
61 H -0.855 4.853 0.191
62 H -0.971 5.671 -1.397
63 C -1.216 2.739 4.052
64 N 0.135 3.129 3.569
65 O 0.501 3.007 2.418
66 O 0.907 3.499 4.554
67 H -1.835 3.456 3.733
68 H -1.391 2.469 5.104
69 H -1.664 2.044 3.393
70 C -1.427 -2.842 -2.053
71 N -2.202 -4.076 -1.829
72 O -3.035 -3.975 -1.005
73 O -1.824 -5.102 -2.418
74 H -2.159 -1.883 -2.154
75 H -0.871 -3.034 -2.991
76 H -0.808 -2.608 -1.237
77 C -4.491 -1.155 2.205
78 N -3.299 -1.521 1.561
79 O -2.548 -0.629 1.012
80 O -3.036 -2.749 1.604
81 H -4.743 0.016 2.227
82 H -4.681 -1.599 3.231
83 H -5.383 -1.364 1.769
84 C 4.423 -0.242 -0.181
85 N 4.273 1.271 -0.411
86 O 4.842 1.889 -1.250
87 O 3.550 1.766 0.552
88 H 4.173 -0.575 0.838
89 H 5.475 -0.384 -0.317
90 H 3.913 -0.928 -0.830
91 C 0.118 0.702 -0.035
92 N 1.064 -0.400 -0.458
93 O 1.492 -1.068 0.445
94 O 1.158 -0.631 -1.627
95 H 0.702 1.725 0.045
96 H -0.281 0.533 1.058
97 H -0.782 0.747 -0.543